Computed, not measured: the molecule C2H3Cl2O2P, with ωB97M-V with the def2-TZVPD basis set.

Atoms and positions in Å:
Cl: 4.94 0.34 0.15
Cl: 1.16 -2.43 0.13
P: 0.52 0.50 0.40
O: 2.82 -0.38 -1.16
O: 2.53 0.24 0.96
C: 0.61 -0.99 -0.48
C: 3.19 0.02 -0.07
H: -0.84 0.65 -0.06
H: 0.31 0.11 1.70
H: 0.26 -1.02 -1.51

Values from the calculation:
**Structure (SMILES)**: O=C(Cl)O[PH2]=CCl
**Energy relative to the best compared isomer or geometry (same formula, charge and spin)**: 4.000 eV
**LUMO (spin up / spin down)**: -2.0 / -2.0 eV
**Strongest force on any atom**: 0.8 eV/A
**Charge**: 0
**Frontier orbital gap (spin up / spin down)**: 7.41 / 7.41 eV

Atomic partial charges in e from the natural (NBO) method, atoms 1 to 8: -0.1260 0.1784 0.6611 -0.6372 -0.7302 -0.3452 0.7786 -0.0254

---

Computed, not measured: a cluster of 2 separate species, C4H14NOS in total at a distorted geometry, with ωB97M-V with the def2-TZVPD basis set.

Atoms and positions in Å:
S: 0.70 -1.54 1.13
O: -0.68 4.35 0.30
N: 0.20 1.52 -0.39
C: -0.67 -2.68 1.20
C: -0.56 -0.64 -1.25
C: 0.73 -1.32 -0.69
C: -0.27 0.78 -1.64
H: 0.21 2.53 -0.59
H: -0.44 1.34 0.38
H: -0.65 -3.13 2.19
H: 0.50 0.88 -2.40
H: 0.85 -2.32 -1.09
H: -0.84 -1.23 -2.12
H: -1.19 1.31 -1.89
H: -1.47 4.76 0.67
H: -0.54 -3.46 0.45
H: -1.35 -0.68 -0.50
H: -0.04 4.47 1.02
H: 1.10 1.22 0.00
H: -1.65 -2.21 1.07
H: 1.62 -0.80 -1.06

Values from the calculation:
**Energy relative to the best compared isomer or geometry (same formula, charge and spin)**: 0.534 eV
**LUMO**: -3.2 eV
**Strongest force on any atom**: 1.3 eV/A
**Charge**: +1
**Frontier orbital gap**: 9.11 eV

Atomic partial charges in e from the natural (NBO) method, atoms 1 to 8: 0.1932 -0.9711 -0.6883 -0.7529 -0.4496 -0.5605 -0.2008 0.4662

---

Computed, not measured: a cluster of 8 separate species, C50H48N5O30 in total at a distorted geometry, with ωB97M-V with the def2-TZVPD basis set.

Atoms and positions in Å:
O: -3.06 9.78 3.25
O: -2.57 -6.37 9.54
O: 1.20 2.40 -7.13
O: 0.17 -5.96 -1.01
O: -0.13 4.60 -11.97
O: -1.61 -7.32 0.42
O: 7.44 -2.55 5.42
O: -4.31 6.52 -3.95
O: 4.90 -2.72 -4.55
O: -1.18 -4.08 0.91
O: 3.50 -0.17 4.64
O: 1.15 5.03 -7.49
O: -0.16 1.97 -11.59
O: 8.48 -0.31 6.40
O: -0.67 -4.12 2.98
O: 1.21 1.29 -5.21
O: -4.02 8.77 -1.21
O: -2.27 6.17 -5.63
O: -3.03 7.21 3.93
O: -0.49 2.68 -3.07
O: 3.06 -9.62 -1.25
O: -2.62 2.98 -1.43
O: 4.56 2.10 5.54
O: 1.25 -11.01 0.11
O: -1.08 -6.69 7.36
O: 4.38 -1.67 -6.93
O: -3.22 -2.95 5.56
O: 1.85 0.28 -2.71
O: -4.66 -2.58 7.77
O: -4.08 6.20 -0.51
N: -3.23 0.58 1.70
N: 1.34 -2.09 0.28
N: 2.65 -0.15 0.16
N: 2.31 -1.14 2.22
N: -0.51 -0.38 2.06
C: 5.31 1.01 5.55
C: 1.95 -9.02 -0.89
C: -3.28 8.99 2.36
C: -1.93 -2.35 2.39
C: -1.05 0.71 2.87
C: -3.79 8.46 0.05
C: 4.01 -1.75 -4.62
C: 0.86 4.36 -8.47
C: -3.82 7.00 0.39
C: -3.55 6.60 1.75
C: 6.69 -1.47 5.44
C: 2.41 -0.21 -3.68
C: 0.85 2.86 -8.33
C: 0.97 -9.85 -0.11
C: -3.82 -3.60 7.73
C: 6.57 1.00 6.00
C: -3.43 5.57 -3.70
C: 0.48 0.05 1.10
C: -2.55 0.74 3.01
C: 0.52 4.93 -9.75
C: -2.74 -5.56 8.65
C: -1.93 -5.69 7.39
C: -3.53 9.39 0.98
C: 0.16 2.63 -10.64
C: -3.29 7.53 2.69
C: -3.68 -4.45 8.75
C: -2.63 -0.47 0.82
C: -3.54 4.77 -2.63
C: -0.51 -7.94 0.04
C: 1.70 -7.73 -1.19
C: 5.43 -1.46 4.99
C: -1.40 3.62 -3.34
C: 0.19 4.13 -10.78
C: -0.26 -9.22 0.33
C: 3.76 -1.20 -6.00
C: 3.38 -1.27 -3.55
C: 0.46 -7.12 -0.76
C: -3.03 -3.75 6.46
C: 7.34 -0.23 5.99
C: -1.29 4.41 -4.42
C: -2.55 3.75 -2.39
C: 2.12 0.33 -5.07
C: 4.66 -0.24 5.02
C: -1.49 -1.23 1.47
C: 0.52 2.06 -9.35
C: 1.66 -0.88 0.98
C: -1.19 -3.59 2.14
C: -2.08 -4.84 6.37
C: -2.30 5.43 -4.68
C: 2.77 -0.15 -6.14
H: -2.88 -0.06 3.63
H: 0.52 0.98 -9.26
H: -2.21 0.03 -0.02
H: 2.75 -0.28 2.48
H: 4.95 -2.34 4.59
H: 0.82 1.48 -4.33
H: -1.17 -7.15 8.22
H: -3.51 10.44 0.75
H: -0.74 1.68 2.54
H: -0.96 -9.82 0.90
H: 2.58 0.22 -7.14
H: -4.24 -4.35 9.67
H: -4.22 0.40 1.81
H: -4.18 7.93 -1.68
H: -0.76 2.24 -2.24
H: -1.51 -4.92 5.45
H: -4.01 6.95 -4.78
H: 2.85 0.73 0.61
H: 2.99 -10.54 -0.91
H: 1.62 -1.33 2.93
H: -3.56 5.54 1.97
H: -3.11 1.47 1.21
H: -1.54 -6.40 0.08
H: -3.35 -1.15 0.42
H: -1.01 -1.72 0.65
H: 0.88 0.98 1.42
H: 2.40 -7.12 -1.75
H: 5.21 -2.87 -5.46
H: 8.30 -2.29 5.80
H: 1.39 3.19 -6.59
H: -2.84 1.67 3.44
H: -0.32 3.82 -12.52
H: 2.19 -2.59 0.06
H: -2.88 8.06 4.40
H: -0.67 0.59 3.87
H: 0.02 0.24 0.13
H: 0.54 6.01 -9.85
H: -2.97 -2.54 2.17
H: -1.89 -2.04 3.40
H: -4.34 4.85 -1.93
H: 2.21 0.00 -0.75
H: 3.71 1.83 5.17
H: 0.96 -1.81 -0.62
H: 7.05 1.89 6.38
H: -0.25 -4.17 0.67
H: 3.56 -1.65 -2.55
H: -0.47 4.33 -5.12
H: -4.57 -2.13 6.91

Values from the calculation:
**LUMO**: -3.7 eV
**Strongest force on any atom**: 10.4 eV/A
**Charge**: +1
**Frontier orbital gap**: 7.30 eV

Atomic partial charges in e from the Löwdin method, atoms 1 to 8: 0.1305 0.1281 0.0682 0.0856 0.1309 0.1194 0.1352 0.1349

---

Computed, not measured: a cluster of 2 separate species, CH8N2S in total at a distorted geometry, with ωB97M-V with the def2-TZVPD basis set.

Atoms and positions in Å:
S: -2.64 -2.56 -0.28
N: -0.23 0.39 0.95
N: 1.58 1.85 0.02
C: 0.81 0.51 -0.05
H: 2.55 1.62 -0.27
H: -1.60 -2.32 -1.09
H: -2.08 -3.68 0.13
H: -0.12 1.20 1.62
H: 0.41 0.62 -1.04
H: -1.20 0.31 0.66
H: 1.21 2.49 -0.65
H: 1.32 -0.42 0.01

Values from the calculation:
**Structure (SMILES)**: NCN.S
**Energy relative to the best compared isomer or geometry (same formula, charge and spin)**: 0.851 eV
**LUMO**: 0.9 eV
**Strongest force on any atom**: 3.7 eV/A
**Charge**: 0
**Frontier orbital gap**: 9.73 eV

Atomic partial charges in e from the natural (NBO) method, atoms 1 to 8: -0.2807 -0.8782 -0.8493 -0.0600 0.3582 0.1406 0.1406 0.3731